Entry 1:
C6H11N | ωB97M-V/def2-TZVPD

Last column: natural (NBO) charge in e.
Positions of all 18 atoms, in Å:
C (-2.55161, 0.21039, 0.11185)  -0.6105
C (-1.31616, -0.61151, -0.26997)  -0.3851
C (0.00070, 0.02386, 0.13991)  -0.2897
C (1.27407, -0.70731, -0.24558)  -0.3852
C (2.55859, 0.03450, 0.13843)  -0.6105
C (0.05606, 1.41583, -0.37813)  0.2347
N (0.08065, 2.43976, 0.16116)  -0.2756
H (-3.45920, -0.34772, -0.13652)  0.2157
H (-2.58867, 1.16648, -0.42280)  0.2166
H (-2.58129, 0.43878, 1.18480)  0.2078
H (-1.35963, -1.59308, 0.21101)  0.2073
H (-1.28594, -0.75528, -1.35542)  0.2016
H (-0.00468, 0.16366, 1.23354)  0.2239
H (1.24472, -1.68199, 0.25005)  0.2073
H (1.24546, -0.86442, -1.32913)  0.2015
H (2.58965, 0.28334, 1.20680)  0.2080
H (3.42857, -0.58969, -0.08546)  0.2157
H (2.66870, 0.97440, -0.41456)  0.2164

The SMILES is CCC(C#N)CC.

Entry 2:
C9H14 | ωB97M-V/def2-TZVPD

Last column: natural (NBO) charge in e.
Positions of all 23 atoms, in Å:
C (-0.19222, -1.65836, 2.39347)  -0.6318
C (-0.26149, -1.46066, -1.37200)  -0.2014
C (0.91212, -0.76304, -1.64240)  -0.2332
C (-0.50963, -1.88917, -0.07682)  -0.2238
C (0.27094, -1.41100, 0.97538)  0.0015
C (1.80765, -0.52519, -0.62334)  -0.1966
C (1.45011, -0.72985, 0.71334)  -0.2288
H (-1.04015, -1.55479, -2.11412)  0.2141
H (1.18247, -0.48506, -2.64935)  0.2148
H (-1.45791, -2.35716, 0.15950)  0.2083
H (2.81280, -0.25394, -0.92456)  0.2116
H (-1.09939, -1.08089, 2.60778)  0.2179
H (0.54394, -1.33158, 3.12459)  0.2130
H (1.99047, -0.25658, 1.52618)  0.2142
H (-0.35248, -2.72150, 2.53708)  0.2204
C (-1.01533, 2.14558, -1.27794)  -0.6116
C (-0.44496, 2.51715, 0.10641)  -0.6095
H (-1.06453, 1.05591, -1.32207)  0.2091
H (-2.03568, 2.52521, -1.35529)  0.1984
H (-0.43860, 2.44718, -2.15177)  0.2029
H (-0.82437, 1.83381, 0.86876)  0.2015
H (-0.87312, 3.45896, 0.42940)  0.2005
H (0.63937, 2.49500, 0.06776)  0.2084

The SMILES is Cc1ccccc1.CC.

Entry 3:
C26H35N2O6RbSSe4 | ωB97M-V/def2-TZVPD

Last column: natural (NBO) charge in e.
Positions of all 75 atoms, in Å:
Rb (-0.29654, 0.12678, 0.46855)  0.8899
C (4.42387, 1.35778, 2.48296)  -0.6281
C (3.83151, 1.55623, 1.11183)  -0.0327
C (4.41067, 0.95973, -0.00401)  -0.2584
C (3.81401, 1.05274, -1.25801)  0.0091
C (4.39974, 0.34831, -2.45225)  -0.6374
C (2.64507, 1.79323, -1.39970)  -0.2386
C (2.07209, 2.43827, -0.30837)  -0.0114
C (0.82346, 3.25986, -0.47678)  -0.6630
C (2.66510, 2.29162, 0.94341)  -0.2022
H (4.09048, 0.40860, 2.91303)  0.2111
H (4.11921, 2.15382, 3.16364)  0.2108
H (5.51480, 1.33426, 2.44647)  0.2024
H (5.32005, 0.37526, 0.11350)  0.1905
H (5.16899, 0.96134, -2.93036)  0.2036
H (3.62355, 0.15142, -3.19175)  0.2498
H (4.85955, -0.60010, -2.16657)  0.2013
H (2.15864, 1.85780, -2.37070)  0.2659
H (1.08101, 4.29228, -0.72718)  0.2141
H (0.23967, 3.27597, 0.44629)  0.2198
H (0.21933, 2.87638, -1.30108)  0.2559
H (2.18189, 2.73933, 1.80622)  0.2088
C (-3.68823, 0.85885, 0.16208)  -0.2582
O (-2.99099, -0.35512, 0.02952)  -0.5551
C (-3.39462, -1.32456, 0.97471)  -0.1073
C (-2.59326, -2.58982, 0.74781)  -0.1134
O (-1.27916, -2.52763, 1.26820)  -0.5562
C (-1.20674, -2.76399, 2.65489)  -0.2621
H (-4.77162, 0.69967, 0.07093)  0.1562
H (-3.35371, 1.50884, -0.64595)  0.2064
H (-3.48897, 1.33245, 1.13191)  0.1814
H (-4.46470, -1.54577, 0.83298)  0.1575
H (-3.26446, -0.93389, 1.99325)  0.2026
H (-2.48899, -2.76565, -0.32708)  0.2607
H (-3.12215, -3.43839, 1.20592)  0.1522
H (-1.66780, -1.96092, 3.23815)  0.2044
H (-0.15075, -2.82398, 2.91971)  0.1882
H (-1.68915, -3.71908, 2.90638)  0.1496
Se (-1.27165, -3.32265, -2.83628)  -0.7464
Se (0.28597, -1.55922, -2.98696)  -0.1657
Se (-0.87327, 0.56582, -2.92722)  -0.2082
Se (0.34123, 1.93324, -4.40912)  -0.7274
N (3.52288, -7.01901, -1.00518)  -0.8248
C (4.12986, -5.85351, -0.60526)  0.6601
O (5.33108, -5.83312, -0.38369)  -0.6265
C (3.24468, -4.68879, -0.40968)  -0.1573
C (3.81822, -3.43245, -0.22503)  -0.2255
C (2.99350, -2.33112, -0.08903)  0.0242
N (1.66162, -2.39293, -0.10234)  -0.4091
C (1.11407, -3.59814, -0.26324)  0.0325
C (1.85330, -4.75552, -0.42635)  -0.1849
H (4.13944, -7.76266, -1.28136)  0.3910
H (2.61695, -6.98227, -1.43762)  0.3949
H (4.89442, -3.33271, -0.21234)  0.2261
H (3.41792, -1.34017, 0.02265)  0.2053
H (0.03552, -3.61845, -0.32580)  0.2508
H (1.31671, -5.68494, -0.56336)  0.1960
C (2.45424, 0.32237, 8.53956)  -0.6219
C (1.57544, 0.62207, 7.35472)  -0.0373
C (0.22133, 0.90446, 7.51520)  -0.2498
C (-0.58037, 1.19131, 6.42098)  -0.1207
C (-0.03895, 1.19675, 5.14583)  -0.3386
C (1.30572, 0.91914, 4.97185)  -0.1868
C (2.10564, 0.63481, 6.06933)  -0.2170
S (-1.09079, 1.53160, 3.72329)  2.4242
O (-1.75640, 2.78402, 4.02456)  -1.0003
O (-1.98329, 0.37866, 3.63998)  -1.0359
O (-0.15478, 1.58468, 2.60469)  -1.0661
H (1.86324, 0.20925, 9.44872)  0.2041
H (3.17517, 1.12580, 8.70645)  0.2098
H (3.02050, -0.59805, 8.38654)  0.2115
H (-0.20921, 0.89888, 8.51077)  0.1943
H (-1.63213, 1.41474, 6.54761)  0.2171
H (1.71598, 0.93110, 3.97086)  0.2397
H (3.15774, 0.41750, 5.91892)  0.2004

The charge is -2.

For the records above, the corresponding Kohn-Sham gap values read 11.8, 10.1, 4.2 eV.
For the records above, the corresponding strongest force on any atom values read 2.60, 1.12, 1.05 eV Å⁻¹.
For the records above, the corresponding energy above the lowest of the compared OMol25 structures with the same formula, charge and spin values read 0.911, 0.519, 0.097 eV.